# 1
Computed, not measured: a 2-piece molecular cluster, C3H3BrCl2 overall, with the ωB97M-V functional and the def2-TZVPD basis.

The geometry in XYZ format:
```
9
Properties=species:S:1:pos:R:3:mulliken_charge:R:1
C 0.9901 1.2696 1.6315 -0.272
C 0.5394 0.4569 2.3961 0.454
C -0.6947 -0.6258 -1.6762 -0.467
Cl -0.1162 -0.5386 3.5070 -0.176
Cl 0.2768 -1.6219 -0.5706 -0.174
Br 1.6453 2.3638 0.3651 -0.006
H -0.2692 0.3715 -1.6879 0.159
H -0.6571 -1.0738 -2.6633 0.253
H -1.7144 -0.6017 -1.3018 0.230
```

Computed properties:
- Gap between HOMO and LUMO: 10.2 eV
- Strongest force on any atom: 1.07 eV/A
- SMILES: ClC#CBr.CCl
- Charge: 0

=====

# 2
Computed, not measured: a 2-piece molecular cluster, C3H7N4OPS overall, with the ωB97M-V functional and the def2-TZVPD basis.

The geometry in XYZ format:
```
17
Properties=species:S:1:pos:R:3:mulliken_charge:R:1
C 3.0230 0.5253 -0.6269 -0.304
C 2.2122 1.6212 -0.5617 -0.389
C 0.8885 -0.2390 -0.1833 0.149
N 2.2732 -0.6323 -0.3007 -0.049
N 0.9225 1.1280 -0.2896 0.174
N -2.7790 -1.0159 -1.2927 -0.586
N -3.4689 -0.8441 1.2886 -0.671
O -0.1437 -0.8517 0.0774 -0.683
P -2.8487 -0.1596 0.0667 0.830
S -2.4980 1.7650 -0.1268 -0.447
H 4.1224 0.3818 -0.7101 0.338
H 2.3698 2.6422 -0.4320 0.399
H 0.0817 1.6737 -0.0796 0.115
H -1.8116 -1.1997 -1.4082 0.307
H -3.0818 -1.9391 -1.1812 0.334
H 2.6979 -1.5487 -0.2025 0.208
H -3.6459 -0.3894 2.1630 0.275
```

Computed properties:
- Gap between HOMO and LUMO: 9.2 eV
- Strongest force on any atom: 3.93 eV/A
- Charge: 0

=====

# 3
Computed, not measured: one molecule with the formula C3H10N2S, with the ωB97M-V functional and the def2-TZVPD basis.

The geometry in XYZ format:
```
16
Properties=species:S:1:pos:R:3:mulliken_charge:R:1
C 0.7555 0.0608 -0.3842 -0.374
C 1.8815 0.0762 0.6623 -0.882
S 3.5609 0.0375 -0.0296 -0.212
N -0.5395 0.0225 0.3081 -0.366
C -1.6349 0.0286 -0.6353 -0.564
N -2.9755 -0.1988 -0.0579 -0.644
H 0.8753 0.9907 -0.9577 0.316
H 0.7717 -0.8858 -0.9315 0.344
H 1.6828 -0.7649 1.3244 0.434
H 1.9063 1.0280 1.2047 0.309
H 3.6480 -1.2625 0.2993 0.123
H -0.6414 0.8536 0.8830 0.217
H -1.7480 0.9906 -1.1742 0.365
H -1.5010 -0.6203 -1.5193 0.406
H -3.3209 0.6083 0.4399 0.245
H -2.7208 -0.9646 0.5680 0.283
```

Computed properties:
- Gap between HOMO and LUMO: 10.1 eV
- Strongest force on any atom: 2.88 eV/A
- SMILES: NCNCCS
- Charge: 0

=====

# 4
Computed, not measured: a 4-piece molecular cluster, C10H28O4 overall, with the ωB97M-V functional and the def2-TZVPD basis.

The geometry in XYZ format:
```
42
Properties=species:S:1:pos:R:3:mulliken_charge:R:1
C -40.0129 -14.6669 24.3463 -0.903
O -38.5545 -14.4023 24.2771 -0.560
H -40.1561 -15.1845 25.2756 0.400
H -40.2677 -15.2464 23.5257 0.241
H -40.5598 -13.8996 24.5565 0.501
H -38.1822 -14.2075 25.2268 0.227
C -38.6130 -12.3971 27.0125 -1.803
C -37.8308 -13.4732 27.7714 0.727
C -38.7775 -14.1764 28.7208 -1.286
O -37.3564 -14.5024 26.8294 -0.504
H -38.6923 -11.4598 27.6976 0.301
H -39.4440 -12.8183 26.6056 0.477
H -38.2471 -12.2108 26.0951 0.618
H -37.1185 -13.1531 28.4389 0.378
H -39.5009 -13.6118 29.3424 0.388
H -38.1876 -14.9785 29.2842 0.286
H -39.6501 -14.7390 28.2490 0.233
H -36.6203 -14.7682 27.1065 0.217
C -34.1066 -16.1569 21.8575 -1.592
C -35.5819 -16.0501 22.2369 0.881
C -36.0506 -17.3267 22.9056 -1.422
O -35.8589 -15.0762 23.0610 -0.505
H -33.7035 -15.3192 21.2953 0.338
H -33.6987 -17.0277 21.4725 0.436
H -33.5651 -16.0900 22.7701 0.420
H -36.2015 -15.9779 21.2679 0.105
H -35.9213 -18.4012 22.4468 0.316
H -37.0206 -17.3115 23.1614 0.475
H -35.6675 -17.5122 23.9481 0.309
H -36.8765 -15.2012 23.2544 0.290
C -42.7539 -13.0118 22.0788 -1.164
C -42.7340 -13.8825 20.7715 0.483
C -42.2815 -15.2488 20.9791 -1.132
O -44.1795 -13.8746 20.3281 -0.573
H -41.8072 -13.1609 22.5144 0.266
H -43.1826 -13.5917 22.8301 0.400
H -43.0487 -11.9222 22.0096 0.323
H -42.2390 -13.1327 19.8820 0.211
H -41.0971 -15.2988 21.1842 0.164
H -42.6717 -15.9078 20.2304 0.392
H -42.8416 -15.5567 21.8147 0.340
H -44.4165 -13.0655 19.8902 0.304
```

Computed properties:
- Gap between HOMO and LUMO: 10.1 eV
- Strongest force on any atom: 11.06 eV/A
- SMILES: CC(C)O.CC(C)O.CC(C)O.CO
- Charge: 0

=====

Taking the records one at a time from the top gives relative energy (zero: lowest compared OMol25 entry of this formula, charge and spin) values of 154.25; 139.99; 72.42; 551.47 kJ/mol.